Entry 1:
Computed, not measured: C11H12NP as an isolated structure, with ωB97M-V with the def2-TZVPD basis set.

```
25
C11H12NP ωB97M-V with the def2-TZVPD basis set
C 0.3881 -3.0703 -1.5910
C -0.7476 -2.6815 -0.9059
C 1.5642 -2.3540 -1.2846
C -0.7308 -1.6843 0.0523
C 1.5965 -1.3431 -0.3708
C 0.5072 -1.0793 0.3667
C -1.1513 3.2485 0.5340
C -0.6178 1.9697 0.1565
C -0.0788 1.4757 1.3234
C -0.6323 1.3561 -1.2181
C 0.5812 -0.1584 1.5077
N -1.1625 3.6563 1.7385
P -0.5804 2.4741 2.7517
H 0.2825 -3.8986 -2.2680
H -1.6793 -3.2937 -1.2549
H 2.5374 -2.5081 -1.8152
H -1.6124 -1.3667 0.5992
H 2.4681 -0.8036 -0.2992
H -1.4093 3.9851 -0.2945
H -1.2423 0.4458 -1.2656
H 0.4443 1.1838 -1.3832
H -0.9495 1.8778 -2.0309
H -0.0774 -0.3915 2.3251
H 1.7280 -0.0793 1.7300
H 0.5740 3.0396 2.8968
```

Output
net charge	0
lowest unoccupied orbital energy	0.6	eV
gap between HOMO and LUMO	9.5	eV



Entry 2:
Computed, not measured: one molecule with the formula C11H12O3, with ωB97M-V with the def2-TZVPD basis set.

```
26
C11H12O3 ωB97M-V with the def2-TZVPD basis set
C -2.0080 2.2421 3.0683
O -1.3419 2.5551 1.8729
C -0.9582 1.4884 1.0120
C -1.2765 1.7187 -0.4093
C -0.8837 0.9224 -1.3854
C -0.1399 -0.2571 -1.1348
C 0.2364 -1.2044 -2.1981
C 0.9199 -2.3439 -2.1089
C 1.0700 -3.2491 -3.3232
O 1.9091 -4.1791 -3.5001
C 0.2924 -0.4757 0.1961
C -0.0232 0.4141 1.2448
O 0.3629 0.3670 2.5784
C 1.6522 1.2538 2.6553
H -1.3026 1.8606 3.9759
H -2.4181 3.2308 3.4062
H -2.8162 1.4562 2.8014
H -1.7932 2.5859 -0.6329
H -1.0960 1.3572 -2.4301
H 0.0631 -0.7913 -3.2572
H 1.3603 -2.8061 -1.2691
H 0.2621 -2.9401 -4.1860
H 1.0138 -1.3152 0.3507
H 2.2337 1.0635 1.6345
H 1.3059 2.3595 2.8229
H 2.4567 0.9396 3.4724
```

Output
SMILES	COc1ccc(/C=C/C=O)cc1OC
net charge	0
lowest unoccupied orbital energy	-0.6	eV
gap between HOMO and LUMO	8.1	eV



Entry 3:
Computed, not measured: a 2-piece molecular cluster, C11H13Br2F4N2O5S overall, with ωB97M-V with the def2-TZVPD basis set.

```
38
C11H13Br2F4N2O5S ωB97M-V with the def2-TZVPD basis set
C 1.1922 2.1206 2.0500
C 0.8144 0.5443 2.1243
O -0.1445 0.4105 3.1996
C 0.2578 0.1636 0.6691
C -0.8960 -0.9649 0.7107
N -0.6519 -2.0313 1.6071
N -1.5463 -3.0105 1.7542
C -2.7023 -2.9148 0.9895
C -3.1528 -1.8806 -0.0671
F -4.3613 -1.9047 -0.7851
C -2.0801 -0.7309 -0.2285
C -2.2812 0.4943 -1.2242
C -1.1341 0.6619 -2.3277
C -0.8130 -0.6532 -3.1728
F -1.9743 -1.3614 -3.6162
Br 0.4830 -1.8908 -2.3004
C -0.0710 -0.1501 -4.5335
F -0.9140 0.6221 -5.3648
F 0.3153 -1.3252 -5.2701
Br 1.5997 0.8544 -4.1970
H 1.5832 2.3848 0.9989
H 0.1959 2.6750 2.2610
H 1.9258 2.4145 2.8668
H 1.7990 -0.0085 2.3011
H -1.0006 0.8280 2.9753
H -0.0959 1.1239 0.1740
H 1.1270 -0.3408 0.0994
H 0.2146 -2.0639 2.1795
H -3.4614 -3.7585 1.1741
H -2.3902 1.4454 -0.5802
H -3.2885 0.3502 -1.7619
H -1.5298 1.4391 -3.0854
H -0.1633 1.1263 -1.9206
O 6.0226 1.0639 1.9665
S 4.6312 1.0659 2.4606
O 4.1713 2.4627 2.6316
O 4.5662 0.3639 3.7602
O 3.7532 0.3748 1.4816
```

Output
net charge	-1
lowest unoccupied orbital energy	-0.7	eV
gap between HOMO and LUMO	1.9	eV



Molecular weight, respectively: 189.20, 192.21, 521.10 g/mol.
Largest force on an atom, respectively: 4.5, 5.2, 4.8 eV/A.
Electronic energy, respectively: -22377.7286, -17739.6604, -186618.6951 eV.